[1]
{"formula": "H41O20", "method": "ωB97M-V/def2-TZVPD", "elements": ["O", "H", "O", "H", "H", "O", "H", "H", "O", "H", "H", "O", "H", "H", "O", "H", "H", "O", "H", "H", "O", "H", "H", "O", "H", "H", "O", "H", "H", "O", "H", "H", "O", "H", "H", "O", "H", "H", "O", "H", "H", "O", "H", "H", "O", "H", "H", "O", "H", "H", "O", "H", "H", "O", "H", "H", "O", "H", "H", "H", "H"], "coordinates": [[-1.481, 0.857, 1.705], [1.540, 4.953, -1.675], [3.885, -2.911, 0.700], [3.287, -3.065, 1.447], [3.909, -3.392, -0.095], [2.237, -4.209, -1.954], [3.185, -4.280, -1.978], [2.022, -3.291, -2.065], [0.873, -1.641, 4.242], [1.358, -0.828, 4.072], [1.073, 2.280, 2.003], [2.782, 1.661, -4.293], [0.876, -3.508, 0.896], [1.456, -2.115, 3.583], [0.234, -2.913, 0.516], [2.774, -1.589, -2.201], [-0.241, -3.331, -0.197], [3.591, -1.762, -1.722], [3.678, -1.481, -0.789], [3.551, 0.627, 0.386], [-1.286, 2.850, 0.022], [-0.887, 2.182, -0.496], [-1.739, 3.415, -0.587], [-3.890, 2.374, 1.139], [-2.934, 2.161, 0.839], [3.676, 1.588, -4.638], [0.483, -0.087, -3.157], [0.904, -0.636, -3.831], [-0.098, 0.522, -3.669], [-2.778, 0.672, -2.037], [-2.674, 1.261, -2.761], [-0.788, 0.666, 0.935], [-1.237, 4.594, -2.093], [-0.581, 4.772, -2.786], [-0.915, 5.186, -1.420], [1.636, -3.932, 2.482], [2.444, -3.709, 2.989], [0.947, -4.253, 3.039], [1.051, 5.256, -0.934], [-1.230, 0.122, 2.375], [0.877, 4.732, -0.101], [0.336, 2.471, 2.595], [-2.322, -0.104, -2.207], [-0.880, 1.593, 2.021], [-0.217, -0.316, -0.153], [-0.046, -1.252, 0.263], [0.234, -0.115, -0.957], [-3.261, -3.091, -2.092], [-3.819, -3.003, -2.879], [-3.660, -3.842, -1.665], [3.097, 1.127, 1.057], [0.471, 3.360, 2.853], [3.817, 1.431, 1.614], [-2.128, -1.152, 1.632], [-2.953, -0.651, 1.320], [-2.398, -1.963, 2.069], [-4.359, 0.150, 2.676], [-3.703, 0.825, 2.623], [-5.208, 0.586, 2.803], [2.294, 0.936, -4.584], [-4.069, 3.299, 1.073]], "atomic_forces_ev_per_a": [[3.853, 1.647, 1.254], [0.844, -1.427, -0.082], [0.988, 2.582, 2.426], [0.094, -0.822, -1.690], [-1.015, -1.595, -0.803], [-0.890, -1.030, 0.175], [0.519, 0.194, -0.252], [0.175, 0.311, 0.085], [1.771, -0.420, -1.784], [-0.431, 1.043, 0.839], [0.283, -0.184, -0.089], [1.162, 2.078, 0.958], [0.406, -0.380, 0.098], [-1.552, -0.318, 0.898], [-0.641, 1.108, -0.210], [0.131, 0.752, 0.940], [-0.078, -0.472, -0.296], [1.033, -0.124, -0.333], [-1.013, -0.181, -0.762], [0.104, -0.304, -0.579], [-0.001, 0.418, 2.015], [0.497, -0.976, -1.288], [-0.283, 0.516, -1.027], [1.928, -1.702, -0.256], [-2.367, 1.248, 0.388], [-0.093, -0.137, -0.114], [-0.549, 0.539, -0.627], [-0.211, -0.036, 0.105], [0.631, -0.625, 0.595], [-1.372, 1.779, 1.719], [0.073, 0.628, -1.033], [-1.290, -1.574, -0.540], [-0.337, -0.137, -1.083], [-0.495, -0.285, 0.069], [0.296, 0.458, 0.540], [1.870, 0.746, -0.588], [-0.990, -0.888, 0.140], [-0.517, -0.349, 1.051], [-1.418, 1.418, 2.651], [-1.276, 0.370, -1.370], [1.034, 0.118, -2.284], [0.290, -1.505, -0.486], [1.353, -2.397, -0.610], [-0.729, 1.335, 0.692], [-0.484, -0.730, 2.230], [0.015, 1.515, -1.294], [0.773, -0.374, -0.946], [-0.126, 0.287, -0.596], [0.271, 0.196, 0.131], [-0.088, -0.447, 0.477], [-0.339, 0.298, 0.491], [-0.129, 1.540, 0.568], [0.098, 0.144, 0.207], [-1.660, -1.270, -0.491], [1.227, -1.517, 0.921], [-0.443, -0.010, -0.178], [-0.595, -1.399, 0.367], [0.155, 1.138, -0.079], [0.235, 0.149, -0.193], [-0.955, -1.808, -0.832], [0.254, 0.871, -0.236]], "e_tot_ev": -41607.394, "charge": 1}

***

[2]
{"formula": "H42O21", "method": "ωB97M-V/def2-TZVPD", "elements": ["O", "H", "H", "O", "H", "H", "O", "H", "H", "O", "H", "H", "O", "H", "H", "O", "H", "H", "O", "H", "H", "O", "H", "H", "O", "H", "H", "O", "H", "H", "O", "H", "H", "O", "H", "H", "O", "H", "H", "O", "H", "H", "O", "H", "H", "O", "H", "H", "O", "H", "H", "O", "H", "H", "O", "H", "H", "O", "H", "H", "O", "H", "H"], "coordinates": [[2.154, -0.631, -0.534], [2.090, -0.152, 0.297], [2.937, -0.364, -1.016], [2.751, -3.802, 1.135], [1.913, -3.428, 0.805], [2.790, -3.587, 2.078], [-2.233, 3.868, 0.477], [-2.552, 4.759, 0.443], [-2.805, 3.098, 0.283], [4.625, -1.489, 0.163], [3.846, -2.040, 0.015], [5.073, -1.976, 0.877], [-1.656, -0.701, 0.364], [-1.952, -0.290, -0.471], [-2.080, -1.557, 0.509], [0.160, -0.099, 2.758], [-0.569, -0.655, 2.409], [-0.345, -0.203, 3.634], [0.339, -2.419, 0.386], [0.263, -2.505, -0.561], [0.922, -1.705, 0.606], [-1.868, 2.117, 3.140], [-2.610, 1.735, 2.674], [-1.329, 2.500, 2.435], [1.810, -3.023, 3.660], [1.129, -3.705, 3.416], [1.501, -2.357, 2.978], [4.004, 1.433, 1.787], [4.265, 0.517, 1.828], [3.403, 1.699, 2.475], [1.374, 1.822, 0.510], [1.651, 1.992, 1.420], [2.274, 1.771, 0.172], [-4.401, -0.386, -1.186], [-4.405, -1.253, -0.795], [-4.480, -0.436, -2.138], [-3.323, 1.469, 0.279], [-2.638, 0.789, 0.248], [-4.181, 1.111, -0.036], [-1.823, 0.429, -2.375], [-1.499, 1.270, -2.055], [-1.848, 0.296, -3.314], [0.158, -1.405, -2.642], [-0.675, -1.786, -2.897], [-0.090, -0.748, -1.928], [4.215, -0.549, -2.231], [4.536, -1.412, -1.987], [3.553, -0.506, -2.934], [2.000, 4.757, -0.965], [1.274, 4.255, -1.380], [2.625, 4.058, -0.789], [-3.919, -2.740, 1.731], [-3.773, -2.546, 2.655], [-3.389, -3.500, 1.504], [-2.870, -2.899, -2.067], [-2.556, -3.172, -2.919], [-2.870, -3.451, -1.299], [-0.616, 4.435, -2.251], [-0.922, 3.974, -3.037], [-1.116, 4.484, -1.442], [0.283, 1.584, -1.825], [0.321, 1.872, -0.914], [1.154, 1.383, -2.166]], "atomic_forces_ev_per_a": [[-1.154, -0.474, 0.284], [0.215, 0.385, -0.167], [0.871, 0.175, -0.041], [0.231, 0.096, -0.360], [0.076, -0.187, 0.151], [-0.095, -0.097, -0.087], [1.726, -0.489, -0.019], [-0.994, 0.064, -0.068], [-0.563, 0.601, 0.008], [0.679, -0.534, 0.884], [-0.326, -0.023, 0.194], [-0.051, 0.194, -0.452], [0.061, 0.678, 0.097], [0.171, -1.394, -0.369], [-0.142, 0.388, -0.462], [-2.357, -1.776, 2.226], [0.743, 0.450, -1.820], [1.951, 1.330, -0.636], [-0.562, -1.927, 1.297], [0.358, 0.576, -0.621], [0.236, 0.768, -0.678], [0.329, 0.047, 0.248], [-0.312, -0.008, -0.320], [-0.197, 0.021, 0.078], [-1.961, 0.105, -1.869], [1.043, 0.387, 0.786], [0.695, -0.242, 1.346], [0.212, 0.942, -1.062], [-0.203, -0.505, 0.331], [0.051, -0.513, 0.716], [0.877, 0.255, 1.086], [-1.011, 0.123, 0.222], [0.210, -0.023, -0.741], [-0.497, 0.689, 0.289], [-0.101, -0.620, -0.261], [0.150, -0.421, -0.039], [-0.724, 1.014, 0.387], [-0.791, 0.041, 0.483], [1.195, -0.138, -0.007], [-1.818, -1.221, 1.106], [0.503, 0.360, -1.026], [0.375, 0.704, -0.409], [0.480, 0.561, 1.267], [-0.528, -0.083, -0.029], [0.392, -0.749, -1.271], [-0.252, 1.746, -0.319], [-0.155, -0.591, -0.270], [0.451, -0.912, -0.002], [-0.426, -0.365, -0.290], [-0.160, 0.600, -0.045], [0.558, -0.100, 0.265], [-0.270, 0.434, -0.729], [0.140, -0.040, 0.361], [0.230, -0.450, 0.273], [-0.822, 2.303, 0.155], [0.276, -1.280, 0.150], [0.525, -1.201, -0.379], [1.742, 0.836, -0.734], [-0.711, -0.099, 0.959], [-1.073, -0.793, -0.027], [-0.344, 0.279, -0.896], [0.714, 0.121, 0.471], [0.132, -0.015, 0.381]], "e_tot_ev": -43678.314}

***

Record order is preserved below.
Energy above the lowest of the compared OMol25 structures with the same formula, charge and spin: 102.1; 173.0 kcal/mol